# 1
The following is a DFT calculation (wB97M-V/def2-TZVPD) of C5H13NO in the gas phase.

Values from the calculation:
ΔE to the lowest compared entry with this formula, charge and spin ... 22.3 kcal/mol
HOMO energy ... -8.582 eV
E_tot ... -8933.0440 eV
SMILES ... CC[C@H](O)N(C)C
Largest force on an atom ... 0.0086 Eh/bohr

ORCA input file:
```
! RIJCOSX wB97M-V def2-TZVPD def2/J DEFGRID3
* xyz 0 1
H -2.3829 -0.5814 0.1133
H 0.1183 -0.6386 2.7617
H 1.4667 -0.7660 1.6209
H -0.4645 1.4148 -0.5363
C 0.1149 0.7395 -1.1668
C 0.0550 -0.6885 -0.5864
H 2.1161 0.6201 -1.9681
C -1.7796 -0.3246 0.9815
H -0.8943 -2.3160 -1.0196
N -0.4318 -0.8206 0.7783
H 1.5272 2.2660 -1.7321
H 1.0738 -1.1168 -0.5810
H 0.5778 0.7685 1.7813
C 0.4827 -0.3276 1.7826
H 2.0368 1.3045 -0.3432
H -0.3661 0.7046 -2.1448
O -0.7670 -1.4530 -1.4310
H -1.8227 0.7629 1.1359
C 1.5377 1.2638 -1.3092
H -2.1980 -0.8114 1.8631
*
```

***

# 2
The following is a DFT calculation (wB97M-V/def2-TZVPD) of 7 unconnected molecules or ions with the total composition H14O6S2.

Values from the calculation:
ΔE to the lowest compared entry with this formula, charge and spin ... 37.7 kcal/mol
HOMO energy ... -9.173 eV
E_tot ... -34181.9878 eV
SMILES ... SS.O.O.O.O.O.O
Largest force on an atom ... 0.0839 Eh/bohr

ORCA input file:
```
! RIJCOSX wB97M-V def2-TZVPD def2/J DEFGRID3
* xyz 0 1
H 2.3225 -3.1055 0.5786
H -2.1645 2.8163 -1.6071
O -0.6409 2.8232 2.3226
H -0.3920 -2.0958 -0.7789
O -1.6577 1.9709 -1.5966
H -0.6606 -0.4386 -3.6840
O -0.6644 -1.9332 0.1218
H 1.3267 -0.0538 0.3847
H 0.2330 2.8146 2.0429
O -0.4510 -0.2946 -2.7655
S 2.6942 -2.8333 -0.7458
H -0.7942 2.2032 3.1074
H -0.6843 2.1529 -1.2863
H -1.5151 0.6793 1.8706
H -2.4550 0.7589 0.6879
H 0.1974 -0.5449 1.1304
H -1.1073 0.2411 -2.2740
H -1.4170 -2.5071 0.1801
O -2.2402 0.1265 1.3952
H 4.5419 -0.9572 0.3116
O 0.8529 0.2208 1.1454
S 4.6756 -2.0436 -0.5410
*
```

***

# 3
The following is a DFT calculation (wB97M-V/def2-TZVPD) of C18H27N3O6S in the gas phase.

Values from the calculation:
ΔE to the lowest compared entry with this formula, charge and spin ... 48.5 kcal/mol
HOMO energy ... -8.335 eV
E_tot ... -46694.0324 eV
SMILES ... O=C(NCc1ccco1)C1CCN(S(=O)(=O)N2CCC3(CC2)OCCO3)CC1
Largest force on an atom ... 0.0210 Eh/bohr

ORCA input file:
```
! RIJCOSX wB97M-V def2-TZVPD def2/J DEFGRID3
* xyz 0 1
H 2.1113 2.0424 -1.9267
O -3.7950 -2.9477 0.2319
O 3.7366 -0.7775 0.9380
H 1.1633 -2.2414 -0.8481
C 4.7920 -1.6189 0.5285
C -5.2566 0.4412 0.8315
C 1.9401 1.6216 1.3965
H -5.9824 -0.4641 -1.0103
H 1.4677 0.7105 1.7695
C -4.4980 -0.6011 1.5860
H -0.7565 -1.0443 1.1835
H 3.9248 2.4967 1.3744
C -6.0064 2.4416 0.4590
C 3.5925 0.8303 -0.9058
C -0.5105 -1.8187 0.4599
H -2.1405 -0.0384 -1.2412
H 4.5430 -2.1223 -0.4137
H -0.3228 -2.7440 1.0082
C -5.8829 0.3954 -0.3798
H 3.7049 1.1931 2.5472
H 6.3876 -0.7015 -0.6678
H -6.9238 2.0362 -1.4761
H -4.3253 -0.2524 2.6079
C 5.9940 -0.6665 0.3550
H 3.1093 2.9418 -0.7692
C -1.6853 -2.0367 -0.5069
C 3.4554 1.5284 1.5409
H -2.4549 -1.3364 -2.3973
N -3.2289 -0.8810 0.9442
O -0.2784 1.9920 -1.6471
H -2.5711 -0.1144 0.8760
C 0.7661 -1.4000 -0.2690
H 1.5297 -1.0937 0.4458
H -0.4557 0.1061 -2.9559
H 1.5662 2.4596 1.9965
C -6.3743 1.7013 -0.6205
N 0.5548 -0.3148 -1.2111
H 0.0068 -1.6006 -2.7363
S 0.1416 1.1851 -0.5466
H -6.1634 3.4716 0.7103
C 4.0658 0.5413 0.5442
H -1.5863 -3.0255 -0.9677
H 4.4622 1.0676 -1.5202
H -5.0518 -1.5442 1.5994
O 5.4742 0.6133 0.6457
C -1.7639 -0.9868 -1.6281
H 4.9460 -2.3653 1.3091
C -3.0134 -2.0192 0.2539
O -0.7434 1.0725 0.5798
C 2.5998 1.9911 -0.9539
O -5.3271 1.6900 1.3407
N 1.5441 1.8313 0.0144
C -0.3940 -0.7125 -2.2394
H 6.8019 -0.8673 1.0611
H 3.1106 -0.0651 -1.3003
*
```

***

# 4
The following is a DFT calculation (wB97M-V/def2-TZVPD) of a gas-phase ion, C3H2NO3S (charge -1).

Values from the calculation:
ΔE to the lowest compared entry with this formula, charge and spin ... 47.8 kcal/mol
HOMO energy ... -4.232 eV
E_tot ... -21610.7709 eV
Largest force on an atom ... 0.0690 Eh/bohr

ORCA input file:
```
! RIJCOSX wB97M-V def2-TZVPD def2/J DEFGRID3
* xyz -1 1
N 0.4081 1.2475 -0.0910
O -2.8578 -0.7359 -1.0607
H 2.3432 -1.4216 0.2300
C -0.4354 0.2743 0.0324
C 1.6554 0.7121 -0.2055
C 1.5418 -0.6250 0.0277
H 2.5598 1.3642 -0.4055
O -2.7823 -0.2039 1.4046
O 0.2125 -0.9313 0.0495
S -2.6453 0.3198 0.0186
*
```

***

# 5
The following is a DFT calculation (wB97M-V/def2-TZVPD) of a molecular structure, C25H54AsIrSSb2Te.

Values from the calculation:
HOMO energy (alpha / beta) ... -13.146 / -14.384 eV
E_tot ... -121665.7612 eV
Largest force on an atom ... 0.0128 Eh/bohr

ORCA input file:
```
! RIJCOSX wB97M-V def2-TZVPD def2/J DEFGRID3
* xyz 2 5
H -2.7445 2.7096 -1.2756
H 1.1830 -3.3747 5.2265
C 0.4109 3.2083 -2.5560
C 0.8125 1.9026 5.7464
H -2.5510 1.2585 2.3153
H -3.7313 1.1812 3.6357
H 2.2385 6.1327 0.7428
H -2.2680 2.1388 3.8348
H 0.0546 5.0802 1.3216
C 4.7467 -0.2862 -1.6647
C 0.4848 -2.8443 2.5490
H 2.1653 1.9186 -2.5821
C 5.8928 0.6451 0.1070
C 3.7058 -0.0620 -0.7845
H 2.4812 4.4002 0.9497
H 0.1357 4.2212 -2.8541
H -3.6601 -1.2737 3.5541
H 0.6916 -2.4415 1.5525
H -0.5896 -2.9918 2.6537
H 4.6080 -0.7162 -2.6470
H -0.4347 3.1826 3.6078
As -2.1003 -0.4748 -0.4365
C 2.5631 -1.8388 3.4873
S 4.2861 0.6606 0.6746
H 3.1575 2.6048 4.4080
C -2.5790 -1.2785 3.3852
H -3.1154 -0.2129 5.7769
H 2.8945 1.5735 3.0008
H -2.4034 -1.3348 2.3075
C 1.8786 2.9339 -2.8601
H 2.0571 3.0389 -3.9311
H 3.0683 0.8590 4.6141
H 0.9248 3.0385 2.4716
C 0.4741 4.9798 0.3209
C 5.9892 0.1177 -1.1523
H -2.2609 4.3800 -1.5763
H 1.4292 2.6725 6.2201
H -1.3497 -2.7938 -1.0606
C -3.9254 -0.0010 0.0518
H -1.1843 -0.5107 -2.7954
C 1.9870 5.1535 0.3336
H 0.9977 -1.7224 5.8046
H -2.1868 -2.1798 3.8560
H 1.1023 3.9699 3.9666
H -0.2286 2.5077 -3.0955
H -0.0036 5.7146 -0.3293
C 0.6482 3.0760 3.5276
H 2.3995 5.1052 -0.6735
H 6.9233 0.0190 -1.6854
H 1.0147 0.9609 6.2588
H -2.5057 4.8953 0.8810
H -3.0203 3.2300 1.1819
H -0.3933 -2.5980 5.1324
H -3.1150 -2.7292 -0.8870
C -2.1683 -2.4185 -0.4465
C -2.1270 -0.1804 -2.3589
C -2.9913 4.0267 0.4351
C 1.0561 -1.9471 3.6392
C -1.9711 -0.0146 3.9810
H -4.1917 -0.4208 1.0198
H -4.0172 4.3119 0.1999
H 0.9587 -3.8283 2.6149
C -2.0716 -0.0368 5.4992
C -2.6624 1.2177 3.4040
Ir -0.0445 0.5425 0.5600
C 2.6558 1.6985 4.0551
H 3.0098 -1.2083 4.2551
Te 1.7540 -0.6183 -1.1244
H -4.0541 1.0799 0.0882
C 0.6779 -2.4236 5.0318
H 6.6871 1.0199 0.7339
C -2.2649 3.5830 -0.8314
H -2.9337 -0.7713 -2.7926
H -1.7730 0.9108 5.9429
H -2.0801 -2.8482 0.5492
H -2.2860 0.8667 -2.6099
H -4.5871 -0.4112 -0.7105
Sb -0.1926 3.0808 -0.4808
Sb 0.1513 0.0889 3.2766
C 1.1597 1.8471 4.2681
H 2.5432 3.6261 -2.3451
H -0.2289 2.1776 5.9069
H 2.9974 -2.8379 3.5903
H -1.4763 -0.8325 5.9467
H 2.8414 -1.4572 2.5056
*
```